1.
{
  "formula": "C3H3NO2S",
  "method": "ωB97M-V/def2-TZVPD",
  "homo_lumo_gap_ev": 7.256,
  "homo_ev": -8.77,
  "e_above_lowest_kcal_mol": 169.7,
  "symbols": ["C", "C", "C", "N", "O", "O", "S", "H", "H", "H"],
  "positions_angstrom": [[-0.696, -0.445, 1.434], [-2.666, -1.101, 0.016], [0.098, 0.298, 0.336], [-3.207, 1.800, 0.251], [-3.094, -2.063, -0.547], [-1.787, -1.044, 0.986], [-3.858, 0.589, -0.197], [1.061, -0.122, 0.389], [0.360, 1.276, 0.882], [-0.470, 0.278, -0.635]]
}


2.
{
  "formula": "C7H18AgN6O10",
  "method": "ωB97M-V/def2-TZVPD",
  "homo_lumo_gap_ev": [4.937, 4.547],
  "spin_multiplicity": 2,
  "homo_ev": [-0.35, 0.03],
  "charge": -2,
  "s2": 0.758,
  "symbols": ["Ag", "C", "O", "O", "O", "C", "O", "O", "O", "C", "C", "O", "H", "H", "H", "H", "H", "H", "C", "O", "N", "N", "H", "H", "H", "H", "C", "O", "N", "N", "H", "H", "H", "H", "C", "O", "N", "N", "H", "H", "H", "H"],
  "positions_angstrom": [[0.092, 0.013, 0.290], [-1.043, -0.391, -2.169], [-1.389, 0.565, -1.386], [-1.429, -0.487, -3.383], [-0.305, -1.306, -1.637], [2.056, -1.312, 1.830], [1.679, -1.591, 0.637], [1.444, -0.337, 2.363], [2.954, -1.961, 2.423], [-3.445, -1.580, 2.870], [-2.133, -2.105, 2.303], [-1.705, -1.187, 1.295], [-3.717, -2.145, 3.772], [-4.319, -1.646, 2.220], [-3.381, -0.553, 3.235], [-2.312, -3.075, 1.829], [-1.378, -2.243, 3.074], [-2.411, -1.243, 0.639], [3.925, -1.933, -2.277], [4.835, -1.886, -3.104], [2.975, -0.983, -2.082], [3.797, -2.895, -1.285], [2.214, -1.159, -1.446], [3.060, -0.197, -2.704], [3.131, -2.786, -0.532], [4.648, -3.416, -1.162], [1.572, 2.217, -2.032], [1.497, 1.604, -0.986], [2.715, 2.636, -2.666], [0.446, 2.513, -2.748], [2.639, 3.152, -3.519], [3.515, 2.736, -2.063], [-0.375, 2.009, -2.403], [0.447, 3.245, -3.427], [-2.000, 2.081, 1.765], [-0.846, 1.700, 1.714], [-2.822, 1.974, 0.681], [-2.630, 2.618, 2.850], [-3.793, 2.036, 0.924], [-2.502, 1.658, -0.232], [-2.254, 2.478, 3.770], [-3.452, 3.181, 2.760]]
}


3.
{
  "formula": "C5H6O2",
  "method": "ωB97M-V/def2-TZVPD",
  "homo_lumo_gap_ev": 9.877,
  "homo_ev": -9.07,
  "e_above_lowest_kcal_mol": 79.7,
  "symbols": ["C", "C", "C", "C", "C", "O", "O", "H", "H", "H", "H", "H", "H"],
  "positions_angstrom": [[-1.625, -0.444, 0.030], [-0.111, -0.536, -0.247], [0.090, 0.988, 0.007], [1.095, 0.241, -0.741], [1.846, -0.540, 0.311], [2.958, -0.565, 0.741], [0.740, -1.226, 0.739], [-1.966, 0.443, 0.615], [-1.816, -1.286, 0.679], [-2.207, -0.449, -0.883], [0.119, 1.218, 1.062], [-0.569, 1.616, -0.598], [1.445, 0.539, -1.714]]
}


What did the third record say?
{
  "formula": "C5H6O2",
  "method": "ωB97M-V/def2-TZVPD",
  "homo_lumo_gap_ev": 9.877,
  "homo_ev": -9.07,
  "e_above_lowest_kcal_mol": 79.7,
  "symbols": ["C", "C", "C", "C", "C", "O", "O", "H", "H", "H", "H", "H", "H"],
  "positions_angstrom": [[-1.625, -0.444, 0.030], [-0.111, -0.536, -0.247], [0.090, 0.988, 0.007], [1.095, 0.241, -0.741], [1.846, -0.540, 0.311], [2.958, -0.565, 0.741], [0.740, -1.226, 0.739], [-1.966, 0.443, 0.615], [-1.816, -1.286, 0.679], [-2.207, -0.449, -0.883], [0.119, 1.218, 1.062], [-0.569, 1.616, -0.598], [1.445, 0.539, -1.714]]
}